The following is a quantum chemistry calculation of 8 unconnected molecules or ions with the total composition C36H71BFNO13S8, from the Open Molecules 2025 dataset.

Net charge: 0
Spin multiplicity: 1
Kohn-Sham gap (eV): 8.16

```
131
Properties=species:S:1:pos:R:3:forces:R:3:lowdin_charge:R:1
C 5.8482 -0.4357 1.5734 0.0 -0.6 -0.4 -0.066
C 7.0184 -0.4235 0.6092 0.0 0.2 0.8 -0.265
O 6.8785 -1.5252 -0.2696 0.1 0.3 -0.1 -0.136
C 7.0455 -1.2599 -1.6419 -0.2 -0.9 -0.1 -0.211
C 5.9637 -2.0463 -2.3872 0.0 0.6 0.3 -0.099
C 4.6100 -1.4599 -2.0699 -0.3 0.3 -0.4 -0.161
C 4.3336 -0.1648 -2.5035 -0.5 -0.2 0.3 -0.040
C 3.1132 0.4319 -2.2007 0.0 0.5 0.0 -0.407
C 2.1314 -0.2168 -1.4663 0.2 -0.7 0.2 -0.223
C 2.4114 -1.5133 -1.0325 0.3 0.4 -0.3 0.059
C 3.6265 -2.1249 -1.3298 -0.1 -0.4 0.2 -0.136
C 3.8790 -3.5205 -0.7977 0.0 0.8 -0.1 -0.148
O 3.7406 -4.4667 -1.8566 0.0 0.1 -0.4 -0.125
O 4.8232 -5.3840 -1.8282 0.2 -0.5 0.5 -0.033
N 0.8749 0.3663 -1.1436 0.3 0.6 -0.7 -0.028
C -0.1871 0.0761 -2.1411 -0.2 -0.3 0.4 -0.077
C -1.1042 -1.0478 -1.6517 0.6 -0.3 0.0 -0.362
C -1.0571 -2.2992 -2.4961 0.0 0.2 0.6 -0.027
F -2.4140 -0.5816 -1.5376 -0.3 0.1 -0.2 -0.031
C 0.9523 1.7399 -0.7812 -0.3 0.1 0.6 -0.165
C 0.1092 2.1812 0.2492 0.1 0.3 -0.3 -0.238
O -0.7499 1.2905 0.8395 0.2 -0.2 -0.1 0.060
C 0.1544 3.5065 0.6580 0.1 0.1 -0.2 0.010
C 1.0410 4.3970 0.0658 0.0 -0.4 -0.2 -0.021
C 1.8860 4.0012 -0.9799 -0.2 0.1 0.1 -0.093
B 2.8639 5.1123 -1.5464 0.1 0.0 0.2 -0.622
O 3.9047 5.5104 -0.7153 0.3 0.1 -0.7 0.157
O 2.6881 5.7989 -2.7254 -0.1 -0.5 0.2 0.067
C 3.3697 5.3460 -3.8977 0.0 0.6 -0.2 -0.244
C 4.8707 5.1737 -3.7379 0.2 -0.1 -0.2 -0.067
C 1.8006 2.6705 -1.3849 0.1 -0.4 -0.1 -0.361
S 2.7996 2.0934 -2.7382 0.0 0.0 0.0 1.068
H 5.9147 0.3589 2.3109 -0.1 0.2 0.0 0.079
H 5.8922 -1.3890 2.0959 -0.1 0.1 0.1 0.035
H 4.9175 -0.4149 1.0059 -0.1 0.3 0.1 0.069
H 7.0874 0.5293 0.0804 -0.1 0.0 -0.3 0.110
H 7.9297 -0.5136 1.2053 0.2 -0.2 -0.2 0.112
H 6.9201 -0.2067 -1.8869 0.2 0.2 0.2 0.109
H 8.0241 -1.6162 -1.9770 0.2 0.2 0.0 0.123
H 6.0137 -3.0794 -2.0701 0.2 -0.2 -0.2 0.091
H 6.1788 -1.9491 -3.4500 -0.1 -0.3 -0.2 0.127
H 5.0417 0.4095 -3.0830 0.2 0.0 0.0 0.112
H 1.6682 -2.0206 -0.4360 -0.1 -0.1 0.1 0.125
H 4.8828 -3.5480 -0.3876 0.1 -0.3 0.1 0.113
H 3.1447 -3.7294 -0.0212 0.0 -0.2 0.1 0.122
H 5.3852 -5.1101 -2.5643 -0.2 0.2 -0.2 0.089
H -0.8010 0.9557 -2.3074 0.0 0.2 0.0 0.134
H 0.2657 -0.1722 -3.0963 0.0 0.0 -0.2 0.109
H -0.7916 -1.3019 -0.6405 0.0 0.1 0.2 0.130
H -1.3598 -2.1183 -3.5215 -0.1 -0.1 -0.1 0.092
H -1.6853 -3.0448 -2.0219 -0.3 -0.1 -0.3 0.047
H -0.0357 -2.6761 -2.4572 0.2 0.0 -0.2 0.078
H -1.6522 1.6011 0.7287 -0.1 0.0 0.1 0.115
H -0.5013 3.8358 1.4501 -0.1 0.0 0.1 0.120
H 1.0795 5.4109 0.4299 -0.1 0.2 0.0 0.081
H 4.4743 4.7620 -0.5122 -0.2 -0.1 0.6 0.114
H 3.2074 6.1141 -4.6498 -0.2 0.2 0.0 0.119
H 2.8914 4.4457 -4.2783 0.0 -0.2 0.1 0.068
H 5.1674 4.1615 -3.4733 -0.1 -0.1 0.2 0.063
H 5.2784 5.8660 -3.0085 -0.1 0.1 0.1 0.081
H 5.3466 5.4086 -4.6887 0.1 -0.1 -0.1 0.077
C 0.4232 1.6634 -7.6073 -0.1 0.0 -0.1 -0.270
S 0.7979 1.8834 -5.8620 0.1 0.0 -0.1 0.780
O -0.2968 1.2290 -5.1038 -0.1 0.0 0.0 -0.539
C 0.4712 3.6494 -5.8211 0.0 0.1 0.0 -0.265
H 0.5200 0.6044 -7.8368 0.0 0.0 0.1 0.049
H -0.5965 1.9920 -7.8089 0.0 0.0 0.1 0.057
H 1.1343 2.2341 -8.2051 0.0 0.0 0.0 0.051
H -0.5529 3.8379 -6.1436 0.0 -0.1 0.0 0.061
H 1.1784 4.1655 -6.4713 0.0 0.0 0.0 0.055
H 0.6003 3.9896 -4.7952 0.0 0.0 0.0 0.042
C -3.1324 -6.0109 -0.7252 -0.2 0.0 0.1 -0.270
S -3.3544 -5.7739 -2.4883 0.1 -0.2 -0.1 0.799
O -3.5694 -4.3206 -2.7072 -0.1 0.0 0.0 -0.552
C -4.9646 -6.5666 -2.5878 -0.1 0.0 0.1 -0.273
H -2.1875 -5.5489 -0.4433 0.0 0.0 -0.1 0.051
H -3.9542 -5.5299 -0.1855 0.2 -0.1 -0.1 0.012
H -3.0953 -7.0786 -0.5041 0.0 0.0 0.0 0.055
H -5.6620 -6.0565 -1.9229 0.0 0.0 0.0 0.058
H -4.8694 -7.6161 -2.3088 0.0 0.0 0.0 0.050
H -5.3112 -6.4918 -3.6166 0.0 0.0 0.0 0.046
C 0.9110 10.2048 1.1533 0.0 0.1 0.1 -0.275
S 1.0706 8.5584 0.4497 0.1 0.0 -0.1 0.800
O -0.2595 7.9042 0.5494 0.0 0.0 0.1 -0.548
C 2.0903 7.8963 1.7754 0.0 0.0 0.1 -0.262
H 0.2703 10.7876 0.4950 0.0 0.0 0.0 0.048
H 0.4594 10.1377 2.1432 0.0 0.0 0.0 0.057
H 1.8951 10.6698 1.2123 0.0 0.0 0.0 0.052
H 1.5596 7.9867 2.7236 0.0 0.0 0.0 0.061
H 3.0338 8.4407 1.8108 0.0 0.0 0.0 0.057
H 2.2880 6.8484 1.5617 0.0 0.0 -0.1 0.030
C -6.4862 -2.5780 2.1194 -0.1 -0.1 0.0 -0.283
S -4.8270 -3.1359 1.7237 0.1 0.0 -0.1 0.848
O -4.9251 -4.5816 1.3638 -0.2 0.0 0.2 -0.564
C -4.2050 -3.0387 3.3962 0.1 0.0 0.1 -0.267
H -7.0743 -2.5951 1.2038 0.1 0.0 0.0 0.050
H -6.9357 -3.2449 2.8568 0.0 0.0 0.0 0.060
H -6.4312 -1.5625 2.5095 0.2 0.0 0.1 0.040
H -4.8012 -3.6748 4.0511 0.0 0.0 0.0 0.055
H -4.2507 -2.0045 3.7327 0.0 0.0 0.0 0.026
H -3.1719 -3.3815 3.3910 0.0 0.0 -0.1 0.054
C 7.4512 -4.4449 5.1916 0.0 0.0 0.1 -0.273
S 7.3210 -4.1297 3.4271 0.1 -0.1 -0.1 0.820
O 7.2140 -2.6572 3.2562 0.1 -0.1 0.2 -0.549
C 5.6647 -4.7974 3.2332 -0.1 0.0 0.0 -0.262
H 8.4096 -4.0564 5.5288 0.0 0.0 0.0 0.048
H 6.6422 -3.9354 5.7153 0.0 0.0 0.0 0.058
H 7.4079 -5.5190 5.3720 0.0 0.0 0.0 0.052
H 4.9757 -4.2633 3.8879 0.0 0.0 0.0 0.061
H 5.6726 -5.8611 3.4710 0.0 0.0 0.0 0.054
H 5.3694 -4.6583 2.1950 0.1 0.0 0.0 0.039
C -7.2803 0.4412 6.5967 0.0 0.1 -0.1 -0.261
S -6.1642 -0.9525 6.4187 0.0 0.1 0.1 0.822
O -5.3358 -0.7012 5.2043 -0.2 0.0 -0.1 -0.562
C -7.4308 -2.1374 5.9615 -0.1 -0.1 -0.1 -0.263
H -6.6817 1.3156 6.8438 0.1 0.0 0.0 0.051
H -7.8169 0.6063 5.6617 0.0 -0.1 0.0 0.043
H -7.9833 0.2376 7.4040 0.0 0.0 0.0 0.058
H -7.9547 -1.7825 5.0735 0.0 0.1 0.0 0.032
H -8.1312 -2.2570 6.7874 0.0 0.0 0.0 0.059
H -6.9488 -3.0912 5.7535 0.1 0.0 0.0 0.045
C -11.8822 -0.2864 2.4410 -0.1 0.1 0.0 -0.268
S -10.4152 -0.8941 3.2785 0.0 -0.1 0.0 0.797
O -10.1286 0.0429 4.3995 0.1 0.0 0.0 -0.557
C -9.2631 -0.5042 1.9593 0.0 0.2 -0.1 -0.261
H -12.7248 -0.3999 3.1196 0.0 0.0 0.0 0.051
H -11.7497 0.7658 2.1900 0.0 0.0 0.0 0.060
H -12.0548 -0.8766 1.5412 0.0 0.0 0.0 0.055
H -9.3078 0.5614 1.7329 0.0 0.0 0.1 0.067
H -9.5117 -1.0893 1.0735 0.0 0.0 0.0 0.062
H -8.2631 -0.7625 2.2940 -0.1 0.0 0.1 0.007
```
Positions in Å, forces in eV/Å.